136
Properties=species:S:1:pos:R:3:forces:R:3 method="wB97M-V/def2-TZVPD" homo_energy_ev=-14.199 orbital_gap_ev=1.54 spin_multiplicity=1 charge=+3 de_lowest_kcal_mol=122.69
Be -3.5005 3.1245 -4.8783 0.071 -0.086 0.069
N -4.3983 3.3121 0.0621 -0.006 0.212 0.382
H -4.5311 3.7253 0.9742 -0.447 0.594 0.275
H -3.4136 3.4026 -0.1431 0.646 -0.473 -0.426
H -4.9352 3.7496 -0.6730 -0.308 0.419 -0.099
H -4.6910 2.3509 0.1653 0.305 -1.170 -0.096
N 1.4180 4.7122 -2.0288 0.209 -0.519 1.130
H 0.7996 4.1008 -2.5425 -0.172 0.237 -0.799
H 1.4630 5.7008 -2.2309 -0.582 0.256 -0.222
H 2.3702 4.3756 -2.0146 1.680 -0.777 -0.840
H 1.1870 4.4921 -1.0706 -0.642 0.578 0.754
Cl -1.3011 2.1293 -1.4860 0.055 -1.722 -0.199
O -0.7303 3.2548 -0.8322 1.300 1.449 0.660
O -2.3320 2.6362 -2.3475 -1.061 0.207 -0.827
O -0.3293 1.3874 -2.2505 -0.205 0.600 0.285
O -1.8871 1.2942 -0.4747 -0.311 -0.308 0.150
C 1.1553 -3.2887 -4.5650 1.360 0.725 -0.363
C 1.0542 -3.1890 -3.0117 -0.879 -0.958 -2.072
C -0.3357 -3.9321 -2.6990 1.166 0.261 0.152
C -0.5941 -4.0448 -1.2179 0.970 -1.184 -0.435
C 0.6552 -4.8362 -0.6118 -0.660 1.121 0.629
C 2.1203 -4.2463 -0.9242 -0.866 -0.736 -0.115
N 2.2163 -3.9351 -2.4246 -2.098 0.950 1.917
O 3.4504 -3.6345 -2.9216 -0.749 0.558 0.422
C 2.2290 -2.9730 -0.0121 0.959 0.098 0.260
C 3.1060 -5.4014 -0.5833 0.391 0.306 -0.325
C 0.9163 -1.6874 -2.5723 0.246 -0.363 0.894
H 1.2988 -4.2841 -4.9854 -0.273 -0.291 0.530
H 2.0302 -2.7481 -4.9263 0.223 0.150 0.162
H 0.3544 -2.8189 -5.1360 -0.432 -0.056 0.626
H -1.1226 -3.4379 -3.2688 0.123 0.444 0.163
H -0.3220 -4.9382 -3.1180 0.403 -0.068 -0.074
H -1.5150 -4.6185 -1.1130 0.115 -0.330 0.363
H -0.8366 -3.0770 -0.7791 0.527 0.021 0.315
H 0.6262 -5.9228 -0.6931 -0.097 0.021 -1.242
H 0.5141 -4.8222 0.4689 0.465 0.597 0.320
H 1.2780 -2.4712 0.1665 0.041 -0.302 -0.106
H 2.6530 -3.2834 0.9429 -0.428 -0.502 0.071
H 2.9590 -2.2009 -0.2550 0.021 -0.094 -0.923
H 4.1794 -5.2120 -0.5822 0.010 0.733 -0.574
H 3.0264 -5.8102 0.4240 -0.904 0.108 0.011
H 2.9229 -6.1878 -1.3155 0.008 -0.192 0.195
H 0.6050 -1.6700 -1.5279 -0.195 0.092 -0.153
H 0.1502 -1.1707 -3.1504 0.081 -0.276 -0.207
H 1.8350 -1.1008 -2.5808 0.194 -0.264 -0.456
H 3.7999 -4.4313 -3.3273 0.314 -0.566 -0.173
C 6.5020 4.9213 -1.8880 -0.786 0.154 -0.046
C 5.2425 4.3369 -2.5809 0.349 1.202 -0.554
C 5.7766 3.4437 -3.7280 -0.661 -2.832 -0.298
C 4.7601 2.4059 -4.2899 -1.328 -0.285 2.331
C 4.1952 1.5079 -3.0837 1.624 1.693 -0.417
C 4.3164 2.1770 -1.6776 -1.254 -0.623 1.905
N 4.2783 3.6594 -1.6604 -2.078 -1.455 -1.932
O 3.8256 4.2320 -0.4144 1.190 -0.225 -1.479
C 3.0122 1.5380 -0.9419 1.139 1.067 0.322
C 5.5943 1.7141 -0.9027 -0.969 -0.121 -0.074
C 4.4849 5.4716 -3.2704 1.190 0.942 0.084
H 6.8498 5.8408 -2.3588 -0.585 0.347 0.183
H 7.4213 4.3439 -1.9857 -0.411 -0.703 0.682
H 6.1099 5.1043 -0.8875 1.113 0.353 0.355
H 6.0885 3.9879 -4.6194 0.369 0.588 0.590
H 6.5891 2.8297 -3.3393 0.403 0.374 -0.153
H 5.0631 1.6350 -4.9985 0.604 0.808 -0.408
H 3.9665 3.0288 -4.7026 -0.369 -0.471 -0.295
H 4.8637 0.6569 -2.9530 -0.087 -0.261 -0.433
H 3.1956 1.1235 -3.2863 -0.012 0.238 0.006
H 2.9173 1.8675 0.0928 0.173 0.089 0.046
H 2.0628 1.7648 -1.4270 0.133 0.244 -0.322
H 3.0625 0.4498 -0.9074 0.349 -0.052 -0.216
H 6.5502 1.9896 -1.3481 -0.182 -0.593 -0.642
H 5.7271 2.1568 0.0845 -0.681 0.115 0.295
H 5.3905 0.6531 -0.7582 0.996 -0.193 0.041
H 3.7648 5.1475 -4.0217 -0.069 -0.003 0.122
H 5.2924 6.0382 -3.7341 -0.312 0.027 -0.766
H 4.1079 6.2497 -2.6066 -0.536 -0.324 0.413
H 4.5661 4.1167 0.1855 0.266 0.091 0.600
C 1.2783 -2.2662 3.2608 -0.071 -1.095 0.340
C 1.4430 -1.0575 4.2477 0.667 -0.906 0.524
C 2.2628 0.0351 3.5905 -1.238 1.715 -0.735
C 1.4096 0.6780 2.5033 1.814 -1.721 -1.586
C 0.0510 1.0934 2.9368 0.472 2.278 -0.637
C -0.5848 0.6538 4.2707 0.716 0.315 -2.724
N 0.0394 -0.6209 4.6591 1.045 1.435 -1.152
O -0.5309 -1.1186 5.7685 0.238 -0.617 0.113
C -0.4509 1.8363 5.2750 0.634 -1.493 1.443
C -2.0156 0.4148 3.8859 -2.278 0.554 0.825
C 2.3134 -1.5544 5.4678 -1.468 -0.631 -0.528
H 2.2472 -2.6360 2.9251 0.203 0.332 0.249
H 0.6564 -2.2633 2.3657 -0.084 1.282 -0.017
H 0.8212 -3.1281 3.7469 0.112 0.076 0.714
H 2.5186 0.8720 4.2404 0.130 -0.384 0.755
H 3.1937 -0.3625 3.1861 -0.139 -0.186 0.099
H 1.4196 -0.0316 1.6760 -0.582 -0.501 -0.106
H 1.9193 1.4930 1.9894 0.119 0.355 0.507
H -0.6099 1.1061 2.0701 -0.353 -0.698 0.158
H 0.2617 2.1615 2.9901 -0.730 0.296 0.599
H 0.3429 1.4864 5.9350 0.277 0.426 0.397
H -0.1067 2.7959 4.8892 -0.419 -0.294 -0.305
H -1.3201 1.9249 5.9268 -0.123 0.163 -0.238
H -2.6620 0.1291 4.7157 0.326 -1.064 0.139
H -2.5439 1.3544 3.7243 0.599 0.611 -0.541
H -2.1856 -0.1605 2.9758 0.300 -0.431 0.405
H 1.7479 -2.4168 5.8206 0.292 0.115 0.862
H 2.5189 -0.7833 6.2102 -0.452 -0.012 0.093
H 3.2924 -1.9419 5.1858 -0.148 0.156 -0.580
H -0.0512 -0.6700 6.4687 0.078 -0.106 1.180
C -7.3635 0.4425 1.4311 -1.675 -0.382 0.108
C -6.4500 -0.6883 1.9012 1.982 3.249 2.020
C -7.1564 -1.9598 1.9360 -0.039 -2.292 -1.480
C -7.2534 -2.5079 0.4810 -0.959 -0.827 1.053
C -5.9256 -2.7108 -0.1828 -0.332 0.897 -0.379
C -5.1362 -1.3985 -0.2498 0.636 -0.460 -0.738
N -5.1424 -0.7614 1.0785 -0.595 -0.412 0.082
O -4.2424 0.3918 1.1331 -1.950 -0.750 -0.057
C -3.6699 -1.8654 -0.5594 -0.841 1.753 -0.176
C -5.7434 -0.4567 -1.4434 0.154 -0.409 1.571
C -6.0561 -0.4855 3.4185 2.137 1.468 -0.689
H -7.1343 1.4956 1.5936 0.754 -0.147 -0.294
H -7.8170 0.2324 0.4624 0.697 0.415 -0.414
H -8.2933 0.3392 1.9905 0.031 -0.021 0.668
H -6.6320 -2.6039 2.6419 0.424 -0.587 -0.627
H -8.0926 -1.8759 2.4878 -0.365 0.411 -0.632
H -7.7386 -3.4837 0.5000 -0.442 0.182 -0.116
H -7.8288 -1.8116 -0.1291 -0.350 -0.195 0.102
H -6.0591 -2.8970 -1.2484 -0.292 -0.558 0.018
H -5.4061 -3.5768 0.2274 0.389 0.340 0.257
H -3.2101 -2.0993 0.4008 0.171 -0.427 -0.191
H -3.1729 -1.0054 -1.0081 0.513 -0.142 -0.019
H -3.6747 -2.6881 -1.2744 0.045 -0.041 0.232
H -6.7871 -0.2391 -1.2166 0.173 0.250 0.201
H -5.8127 -0.8535 -2.4563 0.698 -0.558 0.171
H -5.1544 0.4603 -1.4597 -0.043 0.115 -0.078
H -5.3598 -1.2606 3.7385 -0.764 -0.724 0.148
H -5.3359 0.3261 3.5217 -0.047 0.744 -0.423
H -6.7914 -0.1883 4.1663 -0.559 -0.736 -0.464
H -3.4100 -0.0601 1.2902 0.368 0.181 -0.049